(1)
{
  "formula": "C25H46CrF3N4O3S4Si",
  "method": "ωB97M-V with the def2-TZVPD basis set",
  "elements": ["Cr", "C", "C", "N", "C", "C", "N", "C", "C", "N", "H", "H", "H", "H", "H", "H", "H", "H", "H", "H", "H", "H", "H", "H", "H", "S", "C", "S", "S", "C", "C", "C", "C", "O", "Si", "S", "O", "C", "C", "C", "C", "O", "C", "C", "C", "C", "H", "H", "H", "H", "H", "H", "H", "H", "H", "H", "H", "H", "H", "H", "H", "H", "H", "H", "H", "H", "H", "H", "H", "H", "H", "H", "H", "F", "C", "F", "F", "C", "C", "C", "N", "C", "C", "H", "H", "H", "H"],
  "positions_angstrom": [[0.10116, 0.14611, -0.13390], [0.36345, 1.25005, 2.64778], [-1.12818, 1.57565, 2.40787], [-1.59565, 0.99230, 1.14231], [-2.66095, -0.00761, 1.29829], [-2.34896, -1.27289, 0.49145], [-0.91679, -1.53496, 0.43251], [-0.32501, -2.20097, 1.58391], [0.10887, -1.17803, 2.64043], [0.68957, -0.00204, 1.98366], [0.99322, 2.03336, 2.22068], [0.56097, 1.21243, 3.73122], [-1.72323, 1.17690, 3.23631], [-1.26849, 2.66127, 2.43156], [-1.92207, 1.71261, 0.50668], [-2.75190, -0.27433, 2.35409], [-3.62606, 0.39644, 0.97150], [-2.89808, -2.12539, 0.91125], [-2.69449, -1.13131, -0.53656], [-0.79769, -2.16193, -0.40129], [-1.00982, -2.93373, 2.03037], [0.55890, -2.72632, 1.22323], [-0.75953, -0.86372, 3.22130], [0.82434, -1.64770, 3.32554], [1.69659, -0.11828, 1.91927], [-1.80880, -1.26636, -4.58634], [-1.28217, -1.33596, -3.00408], [-1.04083, 0.19648, -2.20464], [-1.05470, -2.82538, -2.25426], [4.74551, -4.61720, -0.05314], [3.39080, -4.68006, -0.75835], [3.20620, -6.03574, -1.44338], [2.26219, -4.43570, 0.24248], [3.33146, -3.70838, -1.78062], [3.49517, -2.10704, -1.82937], [2.02074, -1.15007, -0.58069], [3.56095, -1.63854, -3.35809], [2.78390, -1.80886, -4.53260], [1.99796, -3.11368, -4.50280], [3.78168, -1.82276, -5.69374], [1.84846, -0.60708, -4.64329], [4.92157, -1.73588, -1.16459], [5.59005, -0.51442, -0.92876], [5.28132, 0.50995, -2.01712], [7.08615, -0.83775, -0.92592], [5.14164, 0.01654, 0.43718], [4.81635, -5.39786, 0.70018], [4.86473, -3.64489, 0.41459], [5.54114, -4.74384, -0.78133], [3.24074, -6.83337, -0.70605], [3.99687, -6.19129, -2.17199], [2.24692, -6.06343, -1.95282], [2.22820, -5.22763, 0.98510], [1.31418, -4.39639, -0.28942], [2.44158, -3.48282, 0.73402], [2.67579, -3.96030, -4.43340], [1.40156, -3.20737, -5.40575], [1.33617, -3.13344, -3.64076], [4.43888, -2.68412, -5.59543], [4.38565, -0.91819, -5.67878], [3.25431, -1.87911, -6.64148], [1.19597, -0.57399, -3.77345], [1.23553, -0.68385, -5.53652], [2.42517, 0.31584, -4.67803], [5.52107, 0.08918, -2.98855], [5.85780, 1.41752, -1.85783], [4.22303, 0.74824, -1.99798], [7.36920, -1.24016, -1.89508], [7.30624, -1.58075, -0.16364], [7.66617, 0.05919, -0.73006], [4.06765, 0.19692, 0.40876], [5.65759, 0.94063, 0.67987], [5.35063, -0.72665, 1.20352], [2.85426, 6.45470, -0.54738], [3.06260, 5.50829, -1.47845], [4.38378, 5.24539, -1.46262], [2.81579, 6.09442, -2.66581], [2.24678, 4.28122, -1.24045], [1.19806, 4.27365, -0.32096], [0.55557, 3.09020, -0.05550], [0.87521, 1.89428, -0.60536], [1.80845, 1.95665, -1.58278], [2.50472, 3.08931, -1.92887], [0.90149, 5.18309, 0.18101], [-0.27138, 3.10519, 0.63429], [1.99349, 1.02335, -2.08982], [3.24519, 3.05732, -2.71383]],
  "forces_ev_per_a": [[-1.19, -2.31, 0.20], [-0.17, 0.32, 0.31], [0.33, 0.14, 0.47], [0.30, 0.53, -0.71], [-0.40, -0.81, -0.13], [-0.59, 0.25, -0.01], [-0.16, -0.07, 0.26], [0.28, 0.01, 0.45], [-0.30, -0.68, -0.12], [0.63, 0.24, -0.10], [0.02, -0.09, 0.09], [-0.02, 0.05, -0.22], [0.04, 0.10, -0.21], [-0.03, -0.13, -0.02], [-0.16, 0.02, 0.13], [0.01, 0.19, -0.05], [0.15, -0.04, 0.14], [0.08, 0.06, -0.02], [0.15, -0.16, 0.13], [0.03, -0.13, -0.51], [0.06, 0.07, -0.07], [-0.11, -0.01, 0.01], [0.09, 0.05, 0.06], [-0.13, 0.17, 0.02], [0.05, -0.02, -0.05], [0.07, 0.49, 0.13], [-0.46, -0.87, -0.83], [0.39, 1.08, 0.59], [0.19, -0.56, 0.34], [-0.29, 0.03, -0.18], [-0.04, -0.63, 0.46], [0.03, 0.36, 0.15], [0.28, -0.09, -0.21], [-0.01, -0.01, -0.30], [-0.72, 0.32, 0.27], [0.12, 0.14, 0.08], [0.25, 0.18, 0.06], [-0.26, 0.11, -0.78], [0.18, 0.22, 0.14], [-0.17, 0.00, 0.33], [0.18, -0.30, 0.12], [0.31, -0.24, 0.09], [0.34, 0.45, 0.35], [0.09, -0.28, 0.11], [-0.40, 0.04, -0.02], [0.06, -0.06, -0.27], [0.02, -0.09, 0.09], [0.10, 0.07, 0.14], [0.16, -0.03, -0.06], [0.00, -0.13, 0.07], [0.09, -0.04, -0.11], [-0.11, -0.01, -0.08], [0.02, -0.16, 0.12], [-0.15, 0.07, -0.02], [-0.09, 0.03, 0.13], [0.10, -0.11, 0.00], [-0.12, 0.01, -0.08], [-0.20, -0.03, 0.03], [0.08, -0.07, -0.05], [0.07, 0.11, -0.01], [-0.06, -0.03, -0.14], [-0.15, 0.00, 0.01], [-0.14, 0.06, -0.04], [0.15, 0.13, -0.07], [0.02, 0.03, -0.17], [0.07, 0.13, 0.04], [-0.17, 0.08, -0.06], [0.07, -0.05, -0.10], [0.03, -0.08, 0.09], [0.12, 0.13, 0.04], [0.03, 0.02, 0.06], [0.15, 0.16, 0.07], [0.03, -0.06, 0.12], [-0.22, -0.24, 0.14], [0.81, 1.15, -0.38], [-0.26, -0.32, 0.06], [-0.24, -0.41, 0.08], [-0.58, -1.15, 0.04], [0.60, 0.40, -0.38], [-0.22, -0.70, -0.06], [1.08, 2.92, -0.71], [-0.31, -0.74, 0.05], [0.05, 1.17, 0.37], [-0.02, -0.05, 0.06], [0.00, -0.07, 0.12], [0.03, -0.10, -0.04], [0.07, -0.13, 0.00]],
  "total_charge": 0,
  "homo_energy_ev": [-6.20, -6.21],
  "multiplicity": 4,
  "energy_ev": -126573.98389,
  "lumo_energy_ev": [-1.2, -1.5],
  "orbital_gap_ha": [0.183, 0.173],
  "max_force_ev_per_a": 3.20
}


(2)
{
  "formula": "C2Br2FN",
  "method": "ωB97M-V with the def2-TZVPD basis set",
  "elements": ["C", "C", "N", "F", "Br", "Br"],
  "positions_angstrom": [[-0.07080, 0.00786, -1.23621], [-0.09360, -0.16994, 0.45311], [-0.03331, 0.11070, -2.36662], [-0.53121, -1.37083, 0.84538], [-1.11175, 1.35510, 1.10913], [1.84067, 0.06710, 1.19522]],
  "forces_ev_per_a": [[0.08, -1.12, 5.63], [1.57, 1.04, -2.38], [0.01, 0.22, -1.51], [0.06, 1.14, -0.62], [0.06, -0.87, -0.15], [-1.78, -0.40, -0.97]],
  "total_charge": 0,
  "homo_energy_ev": -11.08,
  "energy_ev": -146364.39399,
  "lumo_energy_ev": -1.0,
  "relative_energy_ev": 0.636,
  "orbital_gap_ha": 0.371,
  "max_force_ev_per_a": 5.75
}


(3)
{
  "formula": "C5H10O2",
  "method": "ωB97M-V with the def2-TZVPD basis set",
  "elements": ["C", "C", "C", "C", "C", "O", "O", "H", "H", "H", "H", "H", "H", "H", "H", "H", "H"],
  "positions_angstrom": [[-0.30123, -0.42474, 0.91718], [0.24605, 0.66219, -0.00027], [-0.05986, -0.60819, -0.52419], [1.64289, 1.12287, 0.26070], [-0.51640, 1.83314, -0.67173], [-1.39980, -3.48571, 0.35481], [-0.17117, -1.32312, -1.46176], [0.31750, -0.84928, 1.69879], [-1.35895, -0.31794, 1.20541], [1.75896, 1.87441, -0.50453], [2.40897, 0.49902, 0.44108], [1.72118, 1.80916, 1.11489], [-0.88779, 2.35736, 0.19997], [-1.39039, 1.59051, -1.25642], [0.12734, 2.33565, -1.35158], [-0.55482, -3.91491, 0.16812], [-1.58251, -3.16042, -0.59049]],
  "forces_ev_per_a": [[-2.26, 0.06, 0.37], [0.96, 1.69, -1.04], [0.65, -1.33, 0.97], [-2.08, 3.76, 0.07], [-1.13, -1.25, 1.83], [-0.12, 0.45, -2.49], [-0.27, -0.76, -1.19], [0.21, 0.12, -0.23], [0.42, -0.30, -0.02], [1.37, -0.35, -0.70], [2.50, -2.72, -0.17], [-0.73, -0.23, 0.45], [0.08, 1.20, -0.24], [-0.33, -0.69, -0.04], [0.58, 0.78, -0.09], [0.04, -0.09, 0.45], [0.12, -0.34, 2.10]],
  "smiles": "CC1(C)CC1=O.O",
  "total_charge": 0,
  "homo_energy_ev": -8.99,
  "energy_ev": -9439.51536,
  "lumo_energy_ev": 0.8,
  "relative_energy_ev": 3.528,
  "orbital_gap_ha": 0.359,
  "max_force_ev_per_a": 4.29
}


(4)
{
  "formula": "C4H10N2O",
  "method": "ωB97M-V with the def2-TZVPD basis set",
  "elements": ["C", "C", "N", "C", "C", "N", "O", "H", "H", "H", "H", "H", "H", "H", "H", "H", "H"],
  "positions_angstrom": [[-1.00493, 1.82929, -0.72261], [-0.85390, 0.49794, -1.43377], [-0.47986, -0.71709, -0.83787], [-0.41667, -0.85989, 0.63948], [1.02064, -1.17633, 1.16059], [2.06453, -0.18432, 0.83019], [-1.43121, 0.38754, -2.54201], [-1.07929, 2.66149, -1.44740], [-2.14159, 1.90135, -0.48735], [-0.32022, 2.05055, 0.04915], [-0.63095, -1.64989, -1.37703], [-0.72023, 0.08734, 1.22393], [-0.99975, -1.64467, 1.16637], [1.01267, -1.18424, 2.27526], [1.31369, -2.24631, 0.91895], [1.79891, 0.72205, 0.45019], [2.86814, -0.47482, 0.13392]],
  "forces_ev_per_a": [[-2.45, 0.19, -1.21], [-3.24, -2.27, -2.47], [-0.29, -0.72, 1.23], [1.45, 0.97, 1.59], [0.53, -0.16, 0.31], [2.64, -0.68, -2.17], [1.81, 0.68, 1.40], [1.00, -0.65, -0.11], [1.95, -0.62, 0.66], [0.34, 0.25, 1.09], [0.15, 2.89, 0.97], [0.26, -1.12, -1.49], [-0.38, 0.20, -1.23], [-0.53, -0.08, -0.56], [-0.08, 1.38, -0.26], [-0.69, -0.44, 0.30], [-2.46, 0.20, 1.94]],
  "smiles": "CC(=O)NCCN",
  "total_charge": 0,
  "homo_energy_ev": -9.10,
  "energy_ev": -9336.63829,
  "lumo_energy_ev": 0.8,
  "relative_energy_ev": 2.349,
  "orbital_gap_ha": 0.366,
  "max_force_ev_per_a": 4.66
}


(5)
{
  "formula": "C5H12N2O",
  "method": "ωB97M-V with the def2-TZVPD basis set",
  "elements": ["C", "C", "C", "C", "N", "O", "H", "H", "H", "H", "H", "H", "H", "C", "N", "H", "H", "H", "H", "H"],
  "positions_angstrom": [[1.91917, 1.59917, -0.93636], [-0.37675, -0.98601, -1.62209], [0.42247, 1.63351, -0.71997], [-0.65934, -0.15159, -0.39410], [-1.84014, 0.08416, 0.04102], [-0.25017, 2.59607, -0.91190], [-2.59004, -0.20935, -0.57995], [2.37846, 1.12580, -0.06453], [2.31350, 2.59968, -1.12940], [2.11031, 0.96203, -1.80181], [0.69075, -1.15196, -1.77133], [-0.88599, -1.95090, -1.54817], [-0.77361, -0.50218, -2.51840], [0.16256, -0.95974, 1.95022], [-1.05454, -0.75597, 2.55802], [-1.62366, -0.04988, 2.07551], [-1.66704, -1.56231, 2.59728], [0.92745, -0.31600, 2.37408], [0.50641, -1.98679, 1.86067], [0.29018, -0.01774, 0.54121]],
  "forces_ev_per_a": [[-0.17, -0.43, 0.27], [0.39, -0.21, 0.14], [-0.94, 0.07, -0.79], [0.87, 1.98, 0.14], [0.16, 0.71, 0.19], [0.17, -0.71, 0.43], [0.17, -0.41, 0.18], [0.18, 0.12, -0.13], [-0.08, -0.11, 0.17], [0.04, -0.03, 0.04], [-0.03, -0.09, -0.01], [0.14, -0.01, 0.11], [0.04, 0.19, 0.17], [0.92, 0.74, 0.30], [-0.90, -0.31, -0.43], [0.16, 0.40, -0.03], [0.30, -0.19, -0.17], [0.27, 0.15, -0.22], [-0.12, 0.03, -0.28], [-1.56, -1.90, -0.08]],
  "total_charge": 0,
  "homo_energy_ev": [-6.70, -6.95],
  "energy_ev": -10401.98160,
  "lumo_energy_ev": [0.1, 0.4],
  "relative_energy_ev": 6.442,
  "orbital_gap_ha": [0.249, 0.271],
  "max_force_ev_per_a": 2.46
}


(6)
{
  "formula": "C3H12N2O2",
  "method": "ωB97M-V with the def2-TZVPD basis set",
  "elements": ["C", "C", "N", "O", "H", "H", "H", "H", "H", "H", "H", "C", "N", "O", "H", "H", "H", "H", "H"],
  "positions_angstrom": [[1.14433, -1.38463, -0.93129], [1.77367, 1.15775, -0.64400], [0.65241, -1.98935, 0.21594], [1.84380, -0.14776, -0.09389], [1.31710, -2.65904, 0.59090], [0.92391, -0.90619, 0.73326], [1.92660, -1.90044, -1.49425], [0.37654, -0.85761, -1.50414], [0.74010, 1.42328, -0.88271], [2.37322, 1.23147, -1.55615], [2.20986, 1.84909, 0.08122], [-1.75601, 1.49197, 1.02314], [-2.20216, -0.73228, 0.47991], [-1.47393, 0.45744, 0.09841], [-2.88513, -0.86675, -0.26437], [-1.50858, -1.47822, 0.38991], [-1.16921, 2.35118, 0.69645], [-2.81769, 1.75772, 1.02309], [-1.46883, 1.20239, 2.03857]],
  "forces_ev_per_a": [[1.13, 1.98, 0.88], [0.21, -0.11, -0.24], [-0.22, 1.43, 1.58], [0.20, -0.33, -1.86], [-0.03, 0.05, -0.05], [-1.17, -3.04, -0.15], [-0.22, 0.23, -0.06], [0.23, -0.20, -0.18], [0.01, 0.10, 0.11], [0.00, -0.03, -0.01], [-0.22, -0.04, -0.01], [-0.02, -0.15, 0.05], [0.12, 0.33, -0.05], [-0.21, -0.37, 0.00], [0.11, 0.06, 0.03], [0.05, 0.13, 0.04], [0.00, -0.01, 0.04], [0.03, -0.04, -0.05], [0.02, 0.02, -0.07]],
  "smiles": "COCN.CON",
  "total_charge": 0,
  "homo_energy_ev": -9.31,
  "energy_ev": -10376.46656,
  "lumo_energy_ev": 1.0,
  "relative_energy_ev": 5.083,
  "orbital_gap_ha": 0.379,
  "max_force_ev_per_a": 3.26
}